(1)
{
  "formula": "C6H11N",
  "method": "ωB97M-V/def2-TZVPD",
  "species": ["C", "C", "C", "C", "C", "C", "N", "H", "H", "H", "H", "H", "H", "H", "H", "H", "H", "H"],
  "coordinates": [[-0.043, 2.301, 0.613], [0.297, 2.094, -0.858], [-0.077, -1.197, 0.336], [1.192, -1.991, 0.163], [-1.375, -1.795, -0.147], [-0.082, -0.011, 0.899], [-0.137, 1.091, 1.437], [-1.010, 2.808, 0.710], [0.361, 3.066, -1.355], [0.698, 2.950, 1.089], [1.259, 1.582, -0.977], [-0.463, 1.495, -1.371], [2.070, -1.435, 0.506], [1.139, -2.929, 0.731], [1.345, -2.255, -0.891], [-1.591, -2.735, 0.376], [-2.215, -1.114, 0.017], [-1.323, -2.019, -1.220]],
  "total_charge": 0,
  "lumo_energy_ev": 1.0,
  "multiplicity": 1,
  "homo_lumo_gap_ha": 0.3358,
  "de_lowest_kcal_mol": 29.68
}

***

(2)
{
  "formula": "C23H34N4O3S",
  "method": "ωB97M-V/def2-TZVPD",
  "species": ["C", "C", "C", "C", "N", "C", "N", "C", "H", "H", "C", "N", "C", "C", "H", "H", "H", "H", "H", "C", "C", "H", "H", "H", "H", "H", "H", "H", "C", "C", "C", "C", "C", "C", "C", "C", "C", "N", "C", "O", "H", "H", "O", "C", "C", "H", "O", "H", "H", "H", "H", "H", "H", "H", "S", "H", "H", "H", "H", "H", "H", "H", "H", "H", "H"],
  "coordinates": [[-1.330, -0.774, 3.978], [0.135, -1.031, 3.647], [1.100, -0.338, 4.611], [1.102, 1.188, 4.487], [1.524, 1.620, 3.178], [0.702, 2.158, 2.251], [1.186, 2.341, 0.999], [2.478, 1.853, 0.567], [2.701, 2.332, -0.388], [3.251, 2.161, 1.279], [2.507, 0.317, 0.356], [3.772, -0.224, -0.075], [4.795, -0.281, 0.953], [4.557, -1.435, 1.924], [5.398, -1.523, 2.608], [4.453, -2.363, 1.369], [3.654, -1.288, 2.511], [5.753, -0.447, 0.457], [4.883, 0.665, 1.516], [4.241, 0.291, -1.354], [4.926, -0.809, -2.161], [5.205, -0.429, -3.140], [5.824, -1.166, -1.662], [4.248, -1.648, -2.287], [3.380, 0.653, -1.918], [4.933, 1.138, -1.223], [1.760, 0.063, -0.402], [2.215, -0.195, 1.276], [0.318, 2.857, -0.047], [-0.282, 1.742, -0.861], [-1.349, 1.030, -0.427], [-1.886, -0.052, -1.183], [-2.993, -0.795, -0.766], [-3.486, -1.826, -1.539], [-2.851, -2.154, -2.753], [-1.765, -1.415, -3.188], [-1.280, -0.363, -2.417], [-0.201, 0.377, -2.823], [0.374, 1.413, -2.121], [1.369, 1.969, -2.563], [0.238, 0.145, -3.706], [-1.304, -1.677, -4.127], [-3.270, -3.195, -3.531], [-4.167, -4.071, -2.880], [-5.214, -3.273, -2.107], [-5.754, -2.614, -2.801], [-4.592, -2.506, -1.100], [-5.921, -3.932, -1.601], [-3.615, -4.716, -2.183], [-4.625, -4.679, -3.661], [-3.481, -0.563, 0.167], [-1.813, 1.280, 0.516], [-0.472, 3.438, 0.434], [0.909, 3.502, -0.701], [-0.830, 2.654, 2.673], [2.430, 1.286, 2.889], [0.103, 1.591, 4.659], [1.783, 1.613, 5.234], [0.833, -0.596, 5.637], [2.115, -0.708, 4.431], [0.328, -2.107, 3.683], [0.332, -0.697, 2.625], [-1.581, 0.273, 3.835], [-1.968, -1.365, 3.325], [-1.544, -1.047, 5.009]],
  "total_charge": 0,
  "lumo_energy_ev": 0.3,
  "multiplicity": 1,
  "homo_lumo_gap_ha": 0.2978,
  "de_lowest_kcal_mol": 22.50
}

***

(3)
{
  "formula": "C2H12Si3",
  "method": "ωB97M-V/def2-TZVPD",
  "species": ["C", "C", "Si", "Si", "Si", "H", "H", "H", "H", "H", "H", "H", "H", "H", "H", "H", "H"],
  "coordinates": [[-0.960, -1.215, -2.185], [-0.831, -0.789, 1.423], [0.844, 2.268, 1.542], [0.678, -0.346, -1.571], [0.790, -0.127, 0.756], [-1.076, -2.113, -1.795], [-1.789, -0.666, -1.768], [-0.904, -1.287, -3.172], [-1.768, -0.109, 1.432], [-1.267, -1.580, 0.918], [-0.867, -1.175, 2.504], [0.466, 2.184, 2.962], [-0.064, 3.273, 1.207], [2.233, 2.604, 1.038], [0.845, 0.681, -2.472], [1.883, -1.193, -1.768], [1.716, -1.290, 1.218]],
  "total_charge": 0,
  "lumo_energy_ev": 0.3,
  "multiplicity": 1,
  "homo_lumo_gap_ha": 0.3448,
  "de_lowest_kcal_mol": 16.25
}

***

(4)
{
  "formula": "C25H28N3",
  "method": "ωB97M-V/def2-TZVPD",
  "species": ["C", "C", "C", "C", "C", "N", "C", "C", "H", "H", "H", "H", "H", "H", "H", "H", "H", "C", "N", "C", "C", "C", "C", "C", "C", "C", "C", "C", "C", "C", "C", "C", "N", "C", "C", "C", "C", "H", "H", "H", "H", "H", "H", "H", "H", "H", "H", "H", "H", "H", "H", "H", "H", "H", "H", "H"],
  "coordinates": [[-0.535, -4.964, -4.364], [-0.751, -4.150, -3.135], [-0.055, -4.446, -1.968], [-0.255, -3.710, -0.822], [-1.163, -2.651, -0.804], [-1.365, -1.903, 0.351], [-1.852, -2.350, -1.978], [-1.650, -3.089, -3.123], [-1.155, -4.613, -5.191], [0.505, -4.937, -4.695], [-0.796, -6.005, -4.171], [0.653, -5.257, -1.969], [0.284, -3.940, 0.080], [-2.172, -1.302, 0.447], [-1.049, -2.233, 1.253], [-2.544, -1.527, -1.970], [-2.188, -2.841, -4.022], [-1.055, 1.765, 6.597], [-0.478, 2.530, 5.490], [-0.356, 3.968, 5.736], [-0.055, 1.910, 4.265], [-0.936, 1.792, 3.175], [-0.532, 1.223, 2.000], [0.781, 0.714, 1.846], [1.250, 0.225, 0.596], [0.861, 0.763, -0.657], [1.230, 0.274, -1.965], [1.889, -0.889, -2.389], [2.114, -1.068, -3.733], [1.700, -0.111, -4.669], [1.058, 1.038, -4.268], [0.812, 1.234, -2.907], [0.196, 2.280, -2.198], [-0.339, 3.516, -2.765], [0.222, 1.991, -0.862], [1.643, 0.781, 2.968], [1.244, 1.386, 4.128], [-1.113, 0.708, 6.345], [-0.439, 1.879, 7.486], [-2.058, 2.127, 6.814], [0.078, 4.475, 4.876], [-1.337, 4.395, 5.933], [0.281, 4.142, 6.601], [-1.938, 2.171, 3.284], [-1.221, 1.139, 1.178], [2.071, -0.475, 0.604], [2.204, -1.623, -1.665], [2.623, -1.954, -4.075], [1.888, -0.274, -5.718], [0.760, 1.790, -4.976], [-0.231, 3.532, -3.848], [-1.395, 3.605, -2.516], [0.188, 4.372, -2.347], [-0.105, 2.667, -0.094], [2.646, 0.404, 2.870], [1.938, 1.520, 4.940]],
  "total_charge": 1,
  "lumo_energy_ev": -4.9,
  "multiplicity": 1,
  "homo_lumo_gap_ha": 0.1856,
  "de_lowest_kcal_mol": 33.51
}

***

(5)
{
  "formula": "C26H34NO2",
  "method": "ωB97M-V/def2-TZVPD",
  "species": ["C", "C", "C", "N", "C", "C", "C", "C", "C", "C", "C", "C", "H", "H", "H", "H", "H", "H", "H", "H", "H", "H", "H", "H", "H", "H", "H", "H", "H", "H", "H", "C", "O", "C", "C", "C", "C", "C", "C", "C", "C", "C", "O", "C", "C", "C", "C", "C", "H", "H", "H", "H", "H", "H", "H", "H", "H", "H", "H", "H", "H", "H", "H"],
  "coordinates": [[-1.525, 2.059, 3.707], [-0.785, 3.335, 3.333], [0.297, 3.118, 2.272], [1.041, 1.874, 2.354], [2.083, 1.656, 1.461], [2.806, 0.497, 1.404], [4.081, 0.407, 0.653], [4.639, 1.742, 0.107], [3.523, 2.629, -0.430], [2.406, 2.860, 0.590], [0.540, 0.734, 3.076], [-0.511, 1.018, 4.151], [-2.223, 2.263, 4.522], [-2.103, 1.689, 2.852], [-1.483, 4.085, 2.949], [-0.315, 3.760, 4.228], [-0.185, 3.208, 1.280], [0.993, 3.970, 2.355], [2.577, -0.399, 2.066], [4.846, -0.056, 1.298], [3.965, -0.283, -0.199], [5.166, 2.265, 0.913], [5.366, 1.540, -0.687], [3.933, 3.599, -0.737], [3.093, 2.166, -1.326], [1.522, 3.196, 0.020], [2.705, 3.715, 1.223], [0.106, 0.008, 2.363], [1.381, 0.236, 3.576], [0.001, 1.360, 5.060], [-1.005, 0.071, 4.392], [3.144, -5.011, -3.504], [2.159, -4.046, -3.075], [2.164, -3.629, -1.782], [1.344, -2.520, -1.469], [1.442, -1.926, -0.231], [2.303, -2.425, 0.770], [2.310, -1.684, 2.068], [3.031, -2.306, 3.227], [2.401, -2.326, 4.491], [3.026, -2.852, 5.602], [4.326, -3.400, 5.490], [4.849, -3.949, 6.617], [6.134, -4.603, 6.551], [4.990, -3.356, 4.240], [4.347, -2.795, 3.141], [2.987, -3.626, 0.500], [2.960, -4.206, -0.765], [2.967, -5.101, -4.576], [4.166, -4.653, -3.316], [2.987, -5.979, -3.010], [0.680, -2.130, -2.237], [0.834, -1.047, -0.011], [1.249, -1.664, 2.366], [1.386, -1.935, 4.591], [2.540, -2.876, 6.575], [6.330, -4.895, 7.583], [6.092, -5.493, 5.907], [6.917, -3.918, 6.195], [5.996, -3.773, 4.137], [4.875, -2.757, 2.188], [3.553, -4.130, 1.281], [3.557, -5.097, -0.974]],
  "total_charge": 1,
  "lumo_energy_ev": -4.5,
  "multiplicity": 1,
  "homo_lumo_gap_ha": 0.2261
}

***

(6)
{
  "formula": "C12H9F18N6O12S6Zn",
  "method": "ωB97M-V/def2-TZVPD",
  "species": ["Zn", "C", "F", "F", "F", "S", "O", "O", "N", "S", "O", "O", "C", "F", "F", "F", "C", "F", "F", "F", "S", "O", "O", "N", "S", "O", "O", "C", "F", "F", "F", "C", "F", "F", "F", "S", "O", "O", "N", "S", "O", "O", "C", "F", "F", "F", "C", "C", "N", "H", "H", "H", "C", "C", "N", "H", "H", "H", "C", "C", "N", "H", "H", "H"],
  "coordinates": [[2.702, -1.565, 2.964], [-11.013, 5.891, 7.925], [-9.848, 5.681, 8.568], [-11.968, 6.161, 8.900], [-11.021, 6.874, 7.036], [-11.760, 4.278, 7.045], [-10.859, 3.159, 7.475], [-13.102, 4.106, 7.553], [-11.748, 4.622, 5.284], [-10.176, 4.215, 4.845], [-9.969, 4.829, 3.542], [-9.140, 4.486, 5.825], [-10.145, 2.292, 4.618], [-9.506, 1.652, 5.578], [-11.445, 1.917, 4.687], [-9.754, 2.063, 3.373], [-1.982, -0.709, -0.862], [-2.431, 0.334, -0.156], [-1.972, -1.822, -0.093], [-2.842, -0.877, -1.878], [-0.231, -0.189, -1.527], [-0.296, -0.141, -2.975], [0.053, 1.094, -0.860], [0.809, -1.431, -0.721], [0.991, -2.484, -1.919], [1.735, -3.617, -1.360], [-0.210, -2.816, -2.716], [2.203, -1.555, -3.285], [2.511, -0.375, -2.802], [3.319, -2.179, -3.276], [1.673, -1.571, -4.469], [7.858, -0.612, 6.091], [6.945, 0.384, 6.213], [8.394, -0.448, 4.883], [8.827, -0.485, 6.930], [6.956, -2.428, 6.126], [7.889, -3.457, 6.601], [5.727, -2.216, 6.872], [6.336, -2.657, 4.476], [7.530, -3.207, 3.661], [7.322, -2.631, 2.312], [8.953, -3.015, 4.158], [7.194, -5.128, 3.485], [5.879, -5.428, 3.541], [7.770, -5.551, 2.422], [7.822, -5.775, 4.458], [7.700, -3.332, -9.710], [9.017, -3.103, -9.125], [10.039, -2.986, -8.615], [7.365, -2.462, -10.275], [7.034, -3.626, -8.898], [7.795, -4.199, -10.364], [-4.501, -1.419, -7.046], [-5.815, -2.059, -7.204], [-6.809, -2.582, -7.380], [-4.123, -1.774, -6.087], [-4.736, -0.367, -6.880], [-3.846, -1.771, -7.843], [3.895, 5.057, -6.084], [4.676, 4.925, -7.321], [5.278, 4.767, -8.321], [2.939, 4.560, -6.245], [3.742, 6.124, -5.918], [4.374, 4.578, -5.230]],
  "total_charge": -1,
  "lumo_energy_ev": -6.8,
  "multiplicity": 1,
  "homo_lumo_gap_ha": 0.0327,
  "de_lowest_kcal_mol": 299.83
}

***

(7)
{
  "formula": "C33H38N5NaO",
  "method": "ωB97M-V/def2-TZVPD",
  "species": ["Na", "C", "C", "C", "C", "C", "C", "N", "C", "C", "C", "C", "C", "C", "N", "N", "C", "C", "C", "C", "C", "N", "H", "H", "H", "H", "H", "H", "H", "H", "H", "H", "H", "H", "H", "C", "C", "C", "C", "C", "C", "C", "C", "C", "C", "H", "H", "H", "H", "H", "H", "H", "H", "H", "H", "H", "H", "H", "H", "O", "C", "C", "C", "C", "C", "C", "N", "H", "H", "H", "H", "H", "H", "H", "H", "H", "H", "H"],
  "coordinates": [[-0.566, -0.229, -0.529], [0.714, -0.137, 5.039], [0.913, 0.774, 3.997], [0.093, 0.810, 2.902], [-0.952, -0.181, 2.811], [-1.136, -1.097, 3.888], [-0.326, -1.096, 5.002], [-1.683, -0.318, 1.676], [-2.971, -0.736, 1.678], [-3.877, -0.500, 2.776], [-5.032, -1.235, 2.923], [-5.443, -2.086, 1.907], [-4.681, -2.210, 0.755], [-3.483, -1.484, 0.586], [-2.797, -1.388, -0.565], [-3.214, -2.001, -1.617], [-2.568, -1.820, -2.823], [-3.236, -2.380, -3.944], [-2.693, -2.163, -5.199], [-1.402, -1.534, -5.299], [-0.881, -1.008, -4.147], [-1.421, -1.110, -2.910], [1.340, -0.087, 5.916], [1.734, 1.496, 4.075], [0.199, 1.605, 2.145], [-1.944, -1.859, 3.747], [-0.467, -1.831, 5.814], [-3.481, 0.174, 3.569], [-5.611, -1.211, 3.841], [-6.318, -2.723, 2.092], [-4.943, -2.890, -0.032], [-4.197, -2.861, -3.773], [-3.188, -2.462, -6.151], [-0.855, -1.492, -6.245], [-0.010, -0.372, -4.132], [4.909, -0.826, -3.273], [3.784, -1.860, -3.121], [4.120, -3.154, -3.858], [3.425, -2.131, -1.676], [2.121, -2.563, -1.380], [1.737, -2.755, -0.068], [2.689, -2.710, 0.997], [2.400, -3.224, 2.408], [3.977, -2.273, 0.693], [4.335, -1.978, -0.634], [4.962, -0.443, -4.277], [5.917, -1.235, -3.108], [4.845, 0.005, -2.530], [2.831, -1.480, -3.555], [5.022, -3.606, -3.438], [4.247, -2.918, -4.926], [3.324, -3.937, -3.782], [1.378, -2.672, -2.186], [0.690, -3.015, 0.148], [2.263, -4.295, 2.412], [1.501, -2.799, 2.795], [3.187, -2.990, 3.127], [4.686, -2.258, 1.571], [5.316, -1.562, -0.851], [-0.141, 2.039, -0.427], [-0.398, 3.259, -0.262], [-1.612, 3.809, 0.487], [-1.393, 4.676, 1.728], [-0.872, 6.138, 1.465], [0.473, 6.255, 0.679], [0.357, 5.653, -0.716], [0.504, 4.163, -0.733], [-2.225, 2.917, 0.729], [-2.148, 4.457, -0.275], [-0.809, 4.107, 2.476], [-2.381, 4.785, 2.244], [-0.738, 6.650, 2.438], [-1.693, 6.700, 0.895], [1.282, 5.770, 1.256], [0.762, 7.304, 0.620], [1.064, 6.019, -1.438], [-0.605, 5.890, -1.163], [1.290, 3.732, -1.265]],
  "total_charge": 0,
  "lumo_energy_ev": [-0.5, -0.5],
  "multiplicity": 1,
  "homo_lumo_gap_ha": [0.2018, 0.2021],
  "de_lowest_kcal_mol": 19.48
}

***

(8)
{
  "formula": "C19H19N5O4S",
  "method": "ωB97M-V/def2-TZVPD",
  "species": ["C", "H", "O", "C", "C", "C", "C", "C", "C", "H", "N", "C", "N", "N", "N", "S", "C", "H", "H", "C", "O", "N", "C", "C", "C", "C", "C", "C", "H", "H", "C", "O", "C", "H", "H", "H", "H", "H", "H", "H", "O", "C", "H", "H", "H", "H", "H", "H"],
  "coordinates": [[0.927, 3.259, -6.992], [1.582, 4.033, -7.388], [1.409, 2.982, -5.697], [0.774, 2.049, -4.953], [-0.329, 1.319, -5.370], [-0.920, 0.379, -4.524], [-0.406, 0.161, -3.253], [0.712, 0.889, -2.856], [1.303, 1.828, -3.678], [2.160, 2.389, -3.346], [1.269, 0.687, -1.586], [1.252, -0.384, -0.742], [1.958, -0.080, 0.327], [2.397, 1.153, 0.136], [2.012, 1.622, -0.970], [0.483, -1.913, -1.003], [1.320, -2.866, 0.295], [2.389, -2.881, 0.083], [0.926, -3.881, 0.204], [1.123, -2.382, 1.734], [1.945, -2.665, 2.569], [-0.044, -1.725, 1.944], [-0.512, -1.129, 3.114], [0.202, -1.147, 4.310], [-0.321, -0.543, 5.435], [-1.564, 0.087, 5.400], [-2.269, 0.103, 4.193], [-1.753, -0.493, 3.066], [-2.309, -0.471, 2.138], [-3.229, 0.595, 4.169], [-2.189, 0.745, 6.573], [-3.286, 1.257, 6.499], [-1.402, 0.748, 7.860], [-1.971, 1.270, 8.626], [-1.215, -0.273, 8.186], [-0.448, 1.249, 7.715], [0.254, -0.572, 6.347], [1.164, -1.630, 4.345], [-0.639, -1.587, 1.135], [-0.860, -0.542, -2.577], [-1.994, -0.268, -5.037], [-2.640, -1.241, -4.249], [-3.441, -1.637, -4.870], [-3.069, -0.802, -3.343], [-1.958, -2.052, -3.974], [-0.770, 1.449, -6.344], [0.978, 2.375, -7.636], [-0.101, 3.632, -6.965]],
  "total_charge": 0,
  "lumo_energy_ev": 0.1,
  "multiplicity": 1,
  "homo_lumo_gap_ha": 0.3255,
  "de_lowest_kcal_mol": 26.28
}

***

(9)
{
  "formula": "C6H15BrCl2NO2Si",
  "method": "ωB97M-V/def2-TZVPD",
  "species": ["C", "C", "Cl", "C", "Si", "O", "Cl", "Br", "H", "H", "H", "H", "H", "H", "H", "C", "C", "O", "N", "C", "H", "H", "H", "H", "H", "H", "H", "H"],
  "coordinates": [[1.308, 3.935, 1.460], [2.606, 3.223, 1.122], [2.998, 1.960, 2.321], [2.660, 2.645, -0.292], [1.407, 1.362, -0.805], [2.096, 0.073, -1.522], [0.221, 0.593, 0.698], [-0.022, 2.236, -2.265], [1.455, 4.615, 2.294], [1.000, 4.528, 0.598], [0.509, 3.239, 1.703], [3.414, 3.948, 1.199], [3.654, 2.220, -0.451], [2.566, 3.484, -0.984], [3.054, 0.110, -1.546], [-2.102, -3.384, 1.421], [-3.040, -3.122, 0.294], [-4.124, -3.555, 0.118], [-2.516, -2.196, -0.806], [-1.691, -2.941, -1.828], [-2.693, -3.589, 2.310], [-1.501, -4.265, 1.188], [-1.431, -2.545, 1.608], [-1.960, -1.438, -0.402], [-3.353, -1.817, -1.254], [-0.899, -3.474, -1.313], [-1.266, -2.216, -2.515], [-2.350, -3.627, -2.351]],
  "total_charge": 1,
  "lumo_energy_ev": -3.6,
  "multiplicity": 1,
  "homo_lumo_gap_ha": 0.3423
}

***

Which max |F| belongs to each record? In order, 0.6; 1.0; 5.6; 2.2; 5.7; 5.5; 2.6; 1.8; 0.5 eV/Å.
Which total energy belongs to each record? In order, -289.92438; -1739.77944; -951.76131; -1133.46083; -1216.01233; -7659.63435; -1791.61474; -1708.32337; -4226.66645 hartree.